[1]
Entry from OMol25: a cluster of 2 separate species, CH5N4S in total at a distorted geometry (wB97M-V/def2-TZVPD).

The geometry in XYZ format:
```
11
Properties=species:S:1:pos:R:3:nbo_charge:R:1
C 1.05 0.16 0.19 -0.25
N 0.56 1.41 0.25 -0.14
N -0.24 1.49 1.20 0.01
N -0.46 0.42 1.94 -0.49
N -0.46 -0.69 -1.55 -0.85
S 0.52 -0.90 1.35 0.78
H 1.84 -0.12 -0.45 0.26
H -0.80 0.56 2.87 0.46
H 0.16 -1.20 -2.29 0.41
H -0.90 0.14 -2.04 0.41
H -1.25 -1.27 -1.46 0.39
```

Values from the calculation:
2S+1: 3
Largest force on an atom in Eh/bohr: 0.0876
Lowest unoccupied orbital energy (spin up / spin down) in eV: -4.24 / -9.07
HOMO level (spin up / spin down) in eV: -12.154 / -15.201
ΔE to the lowest compared entry with this formula, charge and spin in kJ/mol: 0.0
Net charge: +1

[2]
Entry from OMol25: a structure of composition C26H40MnN2O2Si4Te at a distorted geometry (wB97M-V/def2-TZVPD).

The geometry in XYZ format:
```
76
Properties=species:S:1:pos:R:3:lowdin_spin:R:1
Mn -0.45 -2.46 -1.12 2.45
C 1.16 -4.66 -2.76 0.00
O 0.52 -3.36 -2.65 0.02
C 0.57 -2.50 -3.75 0.01
C 1.36 -2.71 -4.86 0.00
C 1.34 -1.76 -5.87 0.01
C 0.54 -0.63 -5.78 0.00
C -0.26 -0.43 -4.66 0.00
C -0.24 -1.38 -3.65 0.00
N -1.03 -1.30 -2.46 -0.03
N -2.01 -0.51 -2.46 -0.03
C -2.86 -0.40 -1.41 -0.02
C -2.76 -1.16 -0.23 -0.01
O -1.79 -2.04 -0.05 0.02
C -3.72 -1.03 0.79 0.00
C -4.77 -0.18 0.62 -0.01
C -4.92 0.62 -0.55 0.00
C -6.03 1.48 -0.69 0.00
C -6.18 2.24 -1.82 0.00
C -5.21 2.17 -2.83 0.00
C -4.12 1.34 -2.72 0.00
C -3.96 0.54 -1.57 0.00
H 2.22 -4.53 -2.92 0.00
H 0.70 -5.21 -3.58 0.00
H 0.98 -5.17 -1.82 0.00
H 1.99 -3.59 -4.95 0.00
H 1.96 -1.91 -6.75 0.00
H 0.54 0.10 -6.57 0.00
H -0.89 0.43 -4.56 0.00
H -3.61 -1.64 1.68 0.00
H -5.52 -0.10 1.40 0.00
H -6.77 1.52 0.10 0.00
H -7.03 2.89 -1.93 0.00
H -5.32 2.78 -3.72 0.00
H -3.38 1.29 -3.50 0.00
C 0.59 -2.29 3.51 0.04
Si 0.33 -0.47 3.49 0.18
C 1.14 0.45 4.85 0.04
C -1.40 0.02 3.12 0.03
Si 1.65 0.30 1.47 0.20
Te 1.58 -1.50 -0.14 -0.01
Si 3.96 0.29 2.05 -0.01
C 4.89 0.43 0.45 0.00
C 4.32 -1.31 2.92 0.00
C 4.24 1.78 3.12 0.00
Si 0.62 2.32 0.77 0.06
C 0.60 3.38 2.29 0.00
C -1.06 2.01 0.07 0.00
C 1.81 2.95 -0.51 0.03
H 0.06 -2.72 4.37 0.01
H 1.65 -2.55 3.61 0.00
H 0.20 -2.75 2.60 0.00
H 0.59 0.25 5.78 0.01
H 1.13 1.53 4.68 0.00
H 2.17 0.13 5.00 0.00
H -2.06 -0.41 3.89 0.01
H -1.73 -0.36 2.15 0.00
H -1.54 1.10 3.14 0.00
H 4.70 -0.42 -0.21 0.00
H 5.97 0.46 0.66 0.00
H 4.63 1.34 -0.09 0.00
H 3.89 -2.16 2.39 0.00
H 3.93 -1.31 3.94 0.00
H 5.40 -1.46 2.97 0.00
H 4.03 2.70 2.58 0.00
H 5.29 1.80 3.42 0.00
H 3.63 1.77 4.02 0.00
H -0.15 3.05 3.01 0.00
H 0.37 4.41 2.01 0.00
H 1.58 3.38 2.78 0.00
H -1.78 1.71 0.83 0.00
H -1.04 1.23 -0.71 0.00
H -1.43 2.93 -0.40 0.00
H 2.78 3.20 -0.06 0.00
H 1.41 3.87 -0.95 0.01
H 1.97 2.23 -1.31 0.00
```

Values from the calculation:
2S+1: 4
Largest force on an atom in Eh/bohr: 0.0203
Lowest unoccupied orbital energy (spin up / spin down) in eV: -7.85 / -8.54
HOMO level (spin up / spin down) in eV: -13.235 / -13.210
ΔE to the lowest compared entry with this formula, charge and spin in kJ/mol: 6.8
Net charge: +2

[3]
Entry from OMol25: a structure of composition C4H9B2BeClF4KN2O2 at a distorted geometry (wB97M-V/def2-TZVPD).

The geometry in XYZ format:
```
26
Properties=species:S:1:pos:R:3:nbo_charge:R:1
O -3.80 -0.24 -1.04 -0.95
B -2.52 -0.82 -1.31 1.03
O -2.11 -1.07 -2.60 -0.94
H -3.62 0.70 -0.95 0.46
H -1.84 -1.03 -0.36 -0.10
H -1.75 -0.26 -2.97 0.49
B 0.79 1.34 -1.35 1.32
F 0.36 1.81 -2.63 -0.60
F -0.27 0.84 -0.65 -0.51
F 1.73 0.37 -1.53 -0.50
F 1.41 2.46 -0.69 -0.29
Be -1.72 2.21 -3.26 0.13
C 1.08 1.79 2.99 -0.73
C 0.13 0.70 2.80 0.30
N -0.61 -0.16 2.66 -0.34
H 1.47 1.79 4.00 0.27
H 1.92 1.69 2.30 0.26
H 0.61 2.75 2.81 0.24
Cl 2.85 2.57 -2.01 0.56
C 1.49 -3.59 1.05 -0.73
C 2.10 -2.29 1.27 0.32
N 2.57 -1.26 1.44 -0.37
H 1.93 -4.34 1.71 0.26
H 0.42 -3.56 1.26 0.26
H 1.62 -3.92 0.03 0.25
K -4.23 1.50 -2.98 0.89
```

Values from the calculation:
Largest force on an atom in Eh/bohr: 0.0819
Lowest unoccupied orbital energy in eV: -8.70
HOMO level in eV: -12.273
Net charge: +1

[4]
Entry from OMol25: a cluster of 2 separate species, C5H11NO in total (wB97M-V/def2-TZVPD).

The geometry in XYZ format:
```
18
Properties=species:S:1:pos:R:3:nbo_charge:R:1
C -2.00 -1.06 -0.42 -0.61
C -1.40 -0.10 0.60 -0.22
N 0.04 -0.01 0.42 -0.37
C 0.69 1.18 0.87 -0.22
C 0.47 0.95 -0.59 -0.22
C 1.61 0.54 -1.46 0.43
O 2.54 -0.14 -1.09 -0.50
H -3.08 -1.15 -0.29 0.21
H -1.54 -2.05 -0.33 0.22
H -1.81 -0.70 -1.44 0.20
H -1.88 0.89 0.53 0.16
H -1.58 -0.47 1.62 0.20
H 0.08 1.96 1.33 0.19
H 1.69 1.05 1.28 0.22
H -0.30 1.54 -1.07 0.20
H 1.57 0.91 -2.51 0.11
H 2.70 -1.73 1.47 -0.03
H 2.18 -1.46 1.01 0.02
```

Values from the calculation:
Largest force on an atom in Eh/bohr: 0.0097
SMILES string: CCN1C[C@H]1C=O.[H][H]
Lowest unoccupied orbital energy in eV: 0.91
HOMO level in eV: -9.553
ΔE to the lowest compared entry with this formula, charge and spin in kJ/mol: 303.6
Net charge: 0

[5]
Entry from OMol25: a structure of composition C17H18N4O5PtS at a distorted geometry (wB97M-V/def2-TZVPD).

The geometry in XYZ format:
```
46
Properties=species:S:1:pos:R:3:nbo_charge:R:1
Pt -0.65 1.71 1.30 1.10
C 0.22 0.55 -4.03 -0.62
C 1.69 0.82 -3.67 -0.22
N 2.00 0.20 -2.41 -0.28
C 2.38 -1.19 -2.40 -0.23
C 3.89 -1.36 -2.21 -0.61
C 1.83 0.84 -1.26 0.29
S 1.23 2.47 -1.23 0.72
N 2.05 0.19 -0.12 -0.52
C 1.71 0.76 1.01 0.63
O 1.34 2.00 1.06 -0.58
C 1.69 -0.06 2.23 -0.10
C 1.00 0.42 3.36 -0.18
C 0.97 -0.33 4.52 -0.20
C 1.65 -1.54 4.57 -0.11
C 2.30 -2.04 3.44 -0.18
C 2.32 -1.30 2.27 -0.14
H -0.03 1.09 -4.93 0.25
H -0.43 0.89 -3.22 0.21
H 0.04 -0.50 -4.21 0.24
H 1.87 1.90 -3.60 0.21
H 2.34 0.39 -4.44 0.26
H 2.08 -1.64 -3.34 0.24
H 1.86 -1.68 -1.56 0.24
H 4.44 -0.90 -3.03 0.23
H 4.11 -2.43 -2.19 0.25
H 4.21 -0.92 -1.27 0.22
H 0.56 1.43 3.35 0.19
H 0.46 0.04 5.39 0.25
H 1.69 -2.09 5.50 0.25
H 2.78 -3.00 3.48 0.25
H 2.84 -1.67 1.40 0.25
O -5.26 -0.94 -1.21 -0.64
C -5.64 -0.27 -0.18 0.78
O -6.76 -0.21 0.26 -0.54
C -4.59 0.51 0.60 -0.20
C -4.87 1.27 1.73 0.08
N -3.72 1.77 2.17 -0.29
N -2.69 1.39 1.40 -0.33
C -3.19 0.62 0.43 0.06
C -2.26 0.07 -0.63 0.77
O -2.71 -0.57 -1.56 -0.57
O -1.03 0.35 -0.45 -0.67
H -4.29 -0.88 -1.48 0.52
H -5.82 1.46 2.19 0.29
H -3.59 2.38 2.97 0.45
```

Values from the calculation:
Largest force on an atom in Eh/bohr: 0.0815
Lowest unoccupied orbital energy (spin up / spin down) in eV: -11.40 / -11.36
HOMO level (spin up / spin down) in eV: -15.116 / -15.116
Net charge: +2

[6]
Entry from OMol25: an isolated molecule of C3H10O2P2 at a distorted geometry (wB97M-V/def2-TZVPD).

The geometry in XYZ format:
```
17
Properties=species:S:1:pos:R:3:nbo_charge:R:1
C 1.27 -1.28 0.93 -0.26
O -0.01 -1.21 0.27 -0.88
P -0.61 0.00 -0.53 1.68
C 0.62 0.02 -2.07 -0.93
P -2.69 -0.31 -0.56 -0.41
O -0.09 1.32 0.23 -0.84
C -0.73 1.62 1.45 -0.26
H 2.02 -1.76 0.22 0.19
H 1.09 -2.00 1.80 0.21
H 1.51 -0.26 1.18 0.19
H 0.10 0.37 -2.90 0.24
H 1.30 0.99 -1.83 0.25
H 1.04 -0.96 -2.10 0.23
H -2.18 -1.43 -1.38 0.00
H 0.01 2.19 2.10 0.20
H -1.03 0.52 1.91 0.19
H -1.62 2.17 1.28 0.19
```

Values from the calculation:
Largest force on an atom in Eh/bohr: 0.0982
SMILES string: COP(C)(=P)OC
Lowest unoccupied orbital energy in eV: 0.74
HOMO level in eV: -7.288
ΔE to the lowest compared entry with this formula, charge and spin in kJ/mol: 51.3
Net charge: 0

[7]
Entry from OMol25: a cluster of 2 separate species, C3H10NO in total (wB97M-V/def2-TZVPD).

The geometry in XYZ format:
```
15
Properties=species:S:1:pos:R:3:nbo_charge:R:1
C 0.43 1.32 -2.11 -0.54
N -0.20 0.29 -1.24 -1.05
H 1.44 0.99 -2.32 0.21
H 0.48 2.30 -1.64 0.21
H -0.13 1.37 -3.04 0.21
H -0.04 -0.68 -1.65 0.23
H 0.05 0.46 -0.25 0.43
H -1.24 0.37 -1.31 0.33
C 0.17 -1.80 1.68 -0.45
C -0.43 -0.76 2.22 0.09
O -0.44 0.49 1.62 -0.74
H 0.73 -1.76 0.75 0.20
H 0.20 -2.76 2.18 0.21
H -1.18 -0.93 2.99 0.18
H 0.15 1.09 2.11 0.49
```

Values from the calculation:
2S+1: 2
Largest force on an atom in Eh/bohr: 0.0189
Lowest unoccupied orbital energy (spin up / spin down) in eV: 0.81 / 0.55
HOMO level (spin up / spin down) in eV: -3.333 / -10.222
ΔE to the lowest compared entry with this formula, charge and spin in kJ/mol: 231.1
Net charge: 0

[8]
Entry from OMol25: a structure of composition C5H8O2 at a distorted geometry (wB97M-V/def2-TZVPD).

The geometry in XYZ format:
```
15
Properties=species:S:1:pos:R:3:nbo_charge:R:1
C 1.86 -0.14 0.65 -0.63
C 0.55 0.07 -0.04 0.23
C -0.09 -0.90 -1.05 -0.48
C -0.80 -0.49 0.18 0.19
O -1.53 -1.19 1.12 -0.68
C -1.23 1.23 -0.19 -0.15
O 0.17 1.41 -0.31 -0.52
H 2.68 0.18 0.00 0.22
H 2.00 -1.20 0.89 0.23
H 1.90 0.44 1.58 0.23
H -0.37 -0.57 -2.05 0.23
H 0.28 -1.93 -0.99 0.24
H -1.98 -0.19 0.77 0.53
H -1.78 1.33 -1.14 0.18
H -1.66 1.94 0.56 0.19
```

Values from the calculation:
Largest force on an atom in Eh/bohr: 0.0792
Lowest unoccupied orbital energy in eV: 0.86
HOMO level in eV: -9.196
ΔE to the lowest compared entry with this formula, charge and spin in kJ/mol: 512.8
Net charge: 0

largest force on an atom of number 2 (C26H40MnN2O2Si4Te)? 0.0203 Eh/bohr

Look up the net charge of the third one. +1

What is the formula in the first record? CH5N4S

Which formula does entry 1 have? CH5N4S